Entry from the Open Molecules 2025 dataset: a gas-phase ion, C8H9N2O2 (charge -1) at a distorted geometry (the ωB97M-V functional and the def2-TZVPD basis).

Each atom is followed by the atoms it is bonded to, with distances in Å.
Geometry (Å):
1 C -1.689 1.799 -1.176  C2 1.212, H13 1.014
2 C -1.481 0.839 -0.467  C1 1.212, C3 1.437
3 C -1.044 -0.293 0.305  C2 1.437, C4 1.459, C5 1.573, N6 1.710
4 C -1.222 -0.251 1.752  C3 1.459, H14 1.150, H15 1.114, H16 1.040
5 C -1.503 -1.593 -0.451  C3 1.573, H17 1.076, H18 1.153, H19 1.089
6 N 0.642 -0.172 0.050  C3 1.710, C7 1.448, C11 1.435
7 C 1.422 -0.509 -1.122  N6 1.448, O8 1.273, C9 1.350
8 O 0.968 -1.284 -2.023  C7 1.273
9 C 2.563 0.202 -0.997  C7 1.350, N10 1.412, H20 1.057
10 N 2.538 0.996 0.170  C9 1.412, C11 1.347, H21 1.007
11 C 1.325 0.880 0.746  N6 1.435, N10 1.347, O12 1.211
12 O 1.067 1.444 1.786  C11 1.211
13 H -1.874 2.615 -1.751  C1 1.014
14 H -0.900 0.639 2.405  C4 1.150
15 H -2.243 -0.569 2.062  C4 1.114
16 H -0.505 -0.957 2.016  C4 1.040
17 H -1.422 -2.542 0.049  C5 1.076
18 H -2.514 -1.447 -0.988  C5 1.153
19 H -0.854 -1.546 -1.324  C5 1.089
20 H 3.469 0.126 -1.536  C9 1.057
21 H 3.257 1.624 0.492  N10 1.007

Gap between HOMO and LUMO   5.88 eV
Total charge   -1
Lowest unoccupied orbital energy   3.771 eV
SMILES   C#CC(C)(C)n1c([O-])c[nH]c1=O
E   -570.17125 a.u.

Here are the natural (NBO) charges for atoms 1 to 6, given in e:
1. C -0.247
2. C 0.014
3. C 0.088
4. C -0.644
5. C -0.653
6. N -0.484